1.
Below is a single C18H25N3O2 molecule at a distorted geometry, with properties calculated with ωB97M-V with the def2-TZVPD basis set.

Each atom is followed by the atoms it is bonded to, with distances in Å.
Cartesian coordinates (Å):
1 C -4.45329 -1.94763 -1.52653  C2 1.548, H24 1.155, H25 1.095, H26 1.009
2 C -3.93551 -1.09556 -0.34263  C1 1.548, C3 1.529, H27 1.113, H28 1.115
3 C -2.42155 -1.12388 -0.13191  C2 1.529, N4 1.419, C5 1.361
4 N -2.02542 -1.37630 1.20738  C3 1.419, H29 1.021, H30 0.999
5 C -1.40164 -0.94834 -1.01527  C3 1.361, C6 1.565, C9 1.513
6 C -1.49521 -0.71560 -2.55993  C5 1.565, C7 1.450, O8 1.262
7 C -1.91277 0.62742 -2.91474  C6 1.450, H31 1.124, H32 1.099, H33 1.094
8 O -1.05686 -1.61495 -3.32872  C6 1.262
9 C 0.02902 -1.21368 -0.60010  C5 1.513, N10 1.367, C17 1.401
10 N 0.84423 -1.93774 -1.42422  C9 1.367, C11 1.367, H34 1.059
11 C 2.11671 -2.03900 -0.93477  N10 1.367, C12 1.406, C16 1.409
12 C 3.27003 -2.64551 -1.46224  C11 1.406, C13 1.425, H35 1.172
13 C 4.40979 -2.33797 -0.66425  C12 1.425, C14 1.361, H36 1.086
14 C 4.43763 -1.73192 0.55350  C13 1.361, C15 1.349, H37 1.139
15 C 3.29540 -1.09054 0.87749  C14 1.349, C16 1.324, H38 1.036
16 C 2.15406 -1.23592 0.22280  C11 1.409, C15 1.324, C17 1.517
17 C 0.78925 -0.59831 0.40253  C9 1.401, C16 1.517, C18 1.519
18 C 0.34282 0.61615 1.19892  C17 1.519, O19 1.479, C20 1.506, H39 1.105
19 O 0.10173 0.13077 2.57482  C18 1.479, H40 0.952
20 C 1.31495 1.76502 1.14689  C18 1.506, N21 1.480, H41 1.037, H42 1.064
21 N 0.79496 2.95741 1.85323  C20 1.480, C22 1.461, C23 1.492
22 C 1.80905 3.77390 2.51629  N21 1.461, H43 1.112, H44 1.105, H45 1.134
23 C -0.37181 3.62859 1.21054  N21 1.492, H46 1.092, H47 1.094, H48 1.051
24 H -4.00312 -1.66312 -2.55157  C1 1.155
25 H -5.54741 -1.91377 -1.50510  C1 1.095
26 H -4.22916 -2.92397 -1.40908  C1 1.009
27 H -4.15836 -0.00695 -0.39683  C2 1.113
28 H -4.28903 -1.47530 0.64420  C2 1.115
29 H -1.02059 -1.39129 1.39002  N4 1.021
30 H -2.67660 -1.71647 1.88428  N4 0.999
31 H -1.28862 1.37177 -2.34964  C7 1.124
32 H -2.94460 0.78480 -2.57177  C7 1.099
33 H -1.66249 0.84239 -3.95778  C7 1.094
34 H 0.45712 -2.54210 -2.20306  N10 1.059
35 H 3.29950 -3.34648 -2.40132  C12 1.172
36 H 5.40585 -2.63308 -0.98177  C13 1.086
37 H 5.36358 -1.58342 1.20052  C14 1.139
38 H 3.34808 -0.50897 1.73343  C15 1.036
39 H -0.59866 1.02083 0.78521  C18 1.105
40 H 0.02890 0.86788 3.17305  O19 0.952
41 H 2.23595 1.42175 1.47601  C20 1.037
42 H 1.40868 2.03106 0.12058  C20 1.064
43 H 1.36611 4.59513 3.12060  C22 1.112
44 H 2.43771 3.26388 3.26832  C22 1.105
45 H 2.41439 4.08452 1.60956  C22 1.134
46 H 0.02015 4.54663 0.76876  C23 1.092
47 H -0.90038 3.19648 0.35607  C23 1.094
48 H -1.10259 3.83142 1.93821  C23 1.051

## Properties
2S+1: 1
SMILES string: CC/C(N)=C(\C(C)=O)c1[nH]c2ccccc2c1[C@@H](O)CN(C)C
E_LUMO: 0.61 eV
Kohn-Sham gap: 8.02 eV
energy above the lowest of the compared OMol25 structures with the same formula, charge and spin: 121.8 kcal per mole

Listed below, in e, are the Löwdin charges computed for each atom: -0.071, -0.165, -0.254, 0.126, -0.073, -0.376, -0.015, 0.030, -0.155, 0.118, -0.207, 0.007, -0.127, -0.110, -0.089, -0.107, -0.035, -0.283, -0.045, -0.151, -0.273, -0.096, -0.066, 0.103, 0.075, 0.029, 0.120, 0.109, 0.068, 0.085, 0.109, 0.096, 0.093, 0.178, 0.141, 0.094, 0.134, 0.095, 0.128, 0.067, 0.091, 0.122, 0.086, 0.082, 0.099, 0.076, 0.078, 0.060


2.
Below is a single C18H25N3O3 molecule, with properties calculated with ωB97M-V with the def2-TZVPD basis set.

Each atom is followed by the atoms it is bonded to, with distances in Å.
Cartesian coordinates (Å):
1 C -4.41465 -1.48232 -1.70277  C2 1.530, H25 1.087, H26 1.085, H27 1.087
2 C -3.69670 -0.99597 -0.44276  C1 1.530, C3 1.541, N7 1.460, H28 1.095
3 C -4.59696 -1.07879 0.80464  C2 1.541, C4 1.527, H29 1.091, H30 1.093
4 C -5.66483 0.01219 0.81845  C3 1.527, C5 1.525, H31 1.093, H32 1.092
5 C -5.00564 1.37737 0.64911  C4 1.525, C6 1.532, H33 1.091, H34 1.093
6 C -4.16995 1.37174 -0.63497  C5 1.532, N7 1.450, H35 1.093, H36 1.093
7 N -3.15067 0.34078 -0.65743  C2 1.460, C6 1.450, C8 1.448
8 C -1.97707 0.62612 0.14219  N7 1.448, C9 1.538, H37 1.101, H38 1.093
9 C -0.71764 0.10649 -0.57103  C8 1.538, N10 1.443, H39 1.093, H40 1.091
10 N 0.47756 0.43986 0.16526  C9 1.443, C11 1.341, H41 1.013
11 C 1.18583 -0.46753 0.85413  N10 1.341, O12 1.214, C13 1.538
12 O 0.94674 -1.65677 0.88889  C11 1.214
13 C 2.38443 0.15394 1.58983  C11 1.538, N14 1.452, H42 1.094, H43 1.091
14 N 3.40101 0.61856 0.66344  C13 1.452, C15 1.351, C24 1.407
15 C 3.32640 1.88726 0.20437  N14 1.351, O16 1.220, C17 1.519
16 O 2.39457 2.62869 0.46999  C15 1.220
17 C 4.46478 2.31498 -0.70539  C15 1.519, O18 1.409, H44 1.092, H45 1.104
18 O 5.69627 1.68640 -0.43560  C17 1.409, C19 1.369
19 C 5.60196 0.33076 -0.26704  O18 1.369, C20 1.386, C24 1.399
20 C 6.68554 -0.47048 -0.58923  C19 1.386, C21 1.384, H46 1.078
21 C 6.60053 -1.84248 -0.42654  C20 1.384, C22 1.384, H47 1.079
22 C 5.42781 -2.41555 0.03327  C21 1.384, C23 1.385, H48 1.079
23 C 4.34592 -1.62164 0.37531  C22 1.385, C24 1.388, H49 1.078
24 C 4.43643 -0.24160 0.25392  N14 1.407, C19 1.399, C23 1.388
25 H -3.77623 -1.32127 -2.56710  C1 1.087
26 H -5.35097 -0.95709 -1.86315  C1 1.085
27 H -4.62895 -2.54466 -1.61751  C1 1.087
28 H -2.84155 -1.66162 -0.28406  C2 1.095
29 H -5.06203 -2.06495 0.84530  C3 1.091
30 H -3.97403 -0.97048 1.69628  C3 1.093
31 H -6.22149 -0.02839 1.75775  C4 1.093
32 H -6.37600 -0.14971 0.00595  C4 1.092
33 H -5.75987 2.16444 0.59664  C5 1.091
34 H -4.35873 1.58318 1.50532  C5 1.093
35 H -3.68280 2.33912 -0.77945  C6 1.093
36 H -4.82950 1.20437 -1.49073  C6 1.093
37 H -2.01680 0.18310 1.14887  C8 1.101
38 H -1.88026 1.70884 0.25798  C8 1.093
39 H -0.66940 0.54105 -1.57268  C9 1.093
40 H -0.74959 -0.98102 -0.65597  C9 1.091
41 H 0.74091 1.41601 0.23251  N10 1.013
42 H 2.04265 1.02208 2.16123  C13 1.094
43 H 2.82205 -0.58334 2.26376  C13 1.091
44 H 4.62582 3.38889 -0.59136  C17 1.092
45 H 4.15427 2.11729 -1.74608  C17 1.104
46 H 7.58104 -0.00035 -0.96242  C20 1.078
47 H 7.44711 -2.46263 -0.67684  C21 1.079
48 H 5.34974 -3.48672 0.13341  C22 1.079
49 H 3.43293 -2.07815 0.72228  C23 1.078

## Properties
2S+1: 1
SMILES string: C[C@@H]1CCCCN1CCNC(=O)CN1C(=O)COc2ccccc21
E_LUMO: 0.72 eV
Kohn-Sham gap: 8.91 eV
energy above the lowest of the compared OMol25 structures with the same formula, charge and spin: 32.6 kcal per mole

Listed below, in e, are the Löwdin charges computed for each atom: -0.045, -0.366, -0.152, -0.201, -0.178, -0.191, -0.150, -0.178, -0.146, 0.077, -0.471, 0.058, -0.029, 0.037, -0.401, 0.060, -0.064, -0.007, -0.205, -0.001, -0.085, -0.080, -0.002, -0.120, 0.081, 0.064, 0.078, 0.136, 0.113, 0.108, 0.108, 0.105, 0.108, 0.110, 0.116, 0.115, 0.124, 0.122, 0.126, 0.114, 0.117, 0.136, 0.136, 0.143, 0.150, 0.120, 0.103, 0.105, 0.104


3.
Below is a single C18H25NO3 molecule, with properties calculated with ωB97M-V with the def2-TZVPD basis set.

Each atom is followed by the atoms it is bonded to, with distances in Å.
Cartesian coordinates (Å):
1 C -4.86380 -0.06120 1.99014  C2 1.522, H23 1.087, H24 1.088, H25 1.086
2 C -5.07081 -0.81082 0.68190  C1 1.522, O3 1.429, H26 1.095, H27 1.092
3 O -3.83058 -1.03920 0.00951  C2 1.429, C4 1.337
4 C -3.34233 -0.03510 -0.72657  O3 1.337, O5 1.203, C6 1.522
5 O -3.90249 1.01868 -0.87509  C4 1.203
6 C -2.02158 -0.43053 -1.37102  C4 1.522, C7 1.533, C22 1.530, H28 1.096
7 C -1.03263 -0.95302 -0.32221  C6 1.533, C8 1.531, H29 1.090, H30 1.092
8 C -0.55964 0.19536 0.57344  C7 1.531, N9 1.442, H31 1.087, H32 1.098
9 N 0.04360 1.23375 -0.22558  C8 1.442, C10 1.355, C21 1.451
10 C 1.36061 1.53102 -0.33885  N9 1.355, O11 1.217, C12 1.531
11 O 1.75746 2.34514 -1.15150  C10 1.217
12 C 2.31717 0.78958 0.59825  C10 1.531, C13 1.537, C15 1.508, H33 1.095
13 C 3.70259 1.45441 0.57915  C12 1.537, C14 1.523, H34 1.090, H35 1.093
14 C 3.69739 2.79559 1.30030  C13 1.523, H36 1.087, H37 1.089, H38 1.087
15 C 2.42956 -0.64606 0.15010  C12 1.508, C16 1.389, C20 1.391
16 C 2.41354 -1.68847 1.06815  C15 1.389, C17 1.384, H39 1.082
17 C 2.53169 -3.00123 0.64653  C16 1.384, C18 1.384, H40 1.080
18 C 2.66791 -3.28851 -0.70054  C17 1.384, C19 1.385, H41 1.080
19 C 2.69346 -2.25552 -1.62275  C18 1.385, C20 1.383, H42 1.080
20 C 2.57717 -0.94346 -1.20031  C15 1.391, C19 1.383, H43 1.080
21 C -0.89137 1.81200 -1.17211  N9 1.451, C22 1.529, H44 1.091, H45 1.094
22 C -1.40737 0.74379 -2.13621  C6 1.530, C21 1.529, H46 1.090, H47 1.091
23 H -4.47602 0.93479 1.79044  C1 1.087
24 H -4.16085 -0.59664 2.62430  C1 1.088
25 H -5.81239 0.03107 2.51084  C1 1.086
26 H -5.73291 -0.24244 0.02077  C2 1.095
27 H -5.48352 -1.80597 0.85835  C2 1.092
28 H -2.25877 -1.24337 -2.06720  C6 1.096
29 H -1.50264 -1.72664 0.28479  C7 1.090
30 H -0.16805 -1.38719 -0.82820  C7 1.092
31 H 0.13696 -0.18371 1.31721  C8 1.087
32 H -1.42267 0.62822 1.09565  C8 1.098
33 H 1.93367 0.83442 1.62270  C12 1.095
34 H 4.00364 1.60378 -0.45811  C13 1.090
35 H 4.41988 0.77944 1.05284  C13 1.093
36 H 4.69100 3.23677 1.28070  C14 1.087
37 H 3.39439 2.67662 2.33951  C14 1.089
38 H 3.00837 3.47818 0.81045  C14 1.087
39 H 2.31235 -1.47240 2.12325  C16 1.082
40 H 2.51772 -3.80145 1.37209  C17 1.080
41 H 2.75725 -4.31298 -1.03022  C18 1.080
42 H 2.80435 -2.47316 -2.67509  C19 1.080
43 H 2.59842 -0.13872 -1.92038  C20 1.080
44 H -0.36770 2.59722 -1.71875  C21 1.091
45 H -1.72959 2.25119 -0.62410  C21 1.094
46 H -2.15445 1.18943 -2.79300  C22 1.090
47 H -0.57803 0.37734 -2.74354  C22 1.091

## Properties
2S+1: 1
SMILES string: CCOC(=O)C1CCN(C(=O)[C@H](CC)c2ccccc2)CC1
E_LUMO: 0.75 eV
Kohn-Sham gap: 9.71 eV
energy above the lowest of the compared OMol25 structures with the same formula, charge and spin: 13.6 kcal per mole

Listed below, in e, are the Löwdin charges computed for each atom: -0.061, -0.210, -0.009, -0.473, 0.121, -0.208, -0.103, -0.119, -0.031, -0.428, 0.062, -0.208, -0.204, -0.093, -0.219, -0.044, -0.081, -0.093, -0.077, -0.031, -0.121, -0.109, 0.074, 0.078, 0.077, 0.122, 0.123, 0.157, 0.120, 0.113, 0.109, 0.135, 0.143, 0.115, 0.118, 0.072, 0.073, 0.071, 0.116, 0.102, 0.100, 0.104, 0.123, 0.123, 0.127, 0.121, 0.125